Molecular formula: C57H101BrNO16
Method: DFT, wB97M-V/def2-TZVPD

CARTESIAN COORDINATES (ANGSTROEM)
C: -3.14724 0.20809 7.94125
C: -4.12485 0.49349 6.75598
C: -3.46615 1.30567 5.60281
C: -3.47798 0.56584 4.22477
C: -2.05228 0.20301 3.74593
C: -1.23705 -0.61793 4.76413
C: -1.26334 -2.16971 4.50722
C: -0.44648 -2.51329 3.27884
C: 0.91910 -2.48504 3.43121
C: 1.58929 -2.19248 4.77802
C: 1.84411 -3.59583 5.45439
C: 1.83410 -2.73579 2.36504
C: 3.33139 -2.64970 2.59512
C: 3.62788 -1.09285 2.49067
C: 4.60901 -0.56268 3.51153
O: 4.92866 -0.74557 2.09906
C: 1.38950 -3.04875 1.10034
C: 2.29805 -3.31608 -0.08639
C: 2.29303 -2.07062 -1.04447
C: 3.70743 -1.45400 -1.25082
Br: 3.92457 -0.97418 -3.14850
C: -0.01519 -3.08147 0.90359
C: -0.50229 -3.39330 -0.41086
C: -1.83223 -3.43452 -0.60743
C: -2.38199 -3.79090 -1.98135
C: -3.13649 -2.53223 -2.52856
C: -2.11644 -1.38751 -2.81193
C: -2.02987 -0.34197 -1.68949
O: -2.76319 0.83998 -1.99546
N: -2.68150 -3.15550 0.40769
C: -2.32507 -2.85367 1.65131
C: -3.50998 -2.60289 2.53929
C: -0.93917 -2.82023 1.95844
H: -2.77173 -0.82280 7.88373
H: -2.27166 0.86697 7.90661
H: -3.67417 0.30085 8.89726
H: -5.00257 1.03181 7.13663
H: -4.49042 -0.48509 6.41955
H: -2.43581 1.52828 5.91440
H: -3.95067 2.27966 5.46068
H: -3.97399 1.20242 3.48718
H: -4.08103 -0.34442 4.37927
H: -1.54814 1.17560 3.64079
H: -2.08680 -0.23400 2.74080
H: -1.52540 -0.46689 5.81013
H: -0.19645 -0.28485 4.66929
H: -2.25641 -2.60069 4.58674
H: -0.72986 -2.59332 5.36880
H: 2.50592 -1.61391 4.66316
H: 0.92977 -1.65946 5.45736
H: 1.51450 -4.40996 4.79974
H: 2.87620 -3.72826 5.79433
H: 1.19116 -3.66833 6.33299
H: 3.92549 -3.07749 1.79174
H: 3.63986 -2.94585 3.59604
H: 2.79294 -0.44156 2.21094
H: 4.53906 0.48471 3.79590
H: 5.15554 -1.26475 4.13621
H: 1.89199 -4.14488 -0.67900
H: 3.30772 -3.61662 0.19184
H: 1.65503 -1.28423 -0.61856
H: 1.86874 -2.31324 -2.02523
H: 4.50525 -2.12003 -0.92012
H: 3.73458 -0.49792 -0.72393
H: 0.13429 -3.59487 -1.25895
H: -3.01803 -4.68533 -1.92839
H: -1.52499 -4.04969 -2.61274
H: -3.81525 -2.21209 -1.72502
H: -3.67351 -2.86008 -3.42428
H: -1.13132 -1.87103 -2.88703
H: -2.33216 -0.92766 -3.78167
H: -2.37064 -0.76211 -0.72747
H: -0.96693 -0.06121 -1.58668
H: -2.57957 1.44823 -1.26731
H: -3.66962 -3.18386 0.17010
H: -4.44335 -2.80541 1.99165
H: -3.49109 -3.36634 3.32539
H: -3.59829 -1.59192 2.93069
O: -3.16560 2.22751 1.52496
C: -3.25342 3.39818 1.23827
O: -2.26862 4.23059 1.58749
C: -2.18805 5.59394 1.13615
C: -2.99764 6.51811 2.01737
C: -4.49089 3.95236 0.57591
H: -2.46646 5.67375 0.08520
H: -1.13458 5.86321 1.19838
H: -4.05906 6.26994 1.99260
H: -2.87861 7.55116 1.69221
H: -2.67653 6.43650 3.05707
H: -5.23696 4.16715 1.34006
H: -4.88229 3.19651 -0.10267
H: -4.31167 4.84475 -0.01922
O: -0.82629 -5.73938 6.05189
C: -0.34468 -6.70076 6.59162
O: 0.84523 -6.58017 7.20383
C: 1.42095 -7.59886 8.03180
C: 2.18815 -8.61408 7.21084
C: -1.00544 -8.05547 6.51724
H: 0.66169 -8.06127 8.66370
H: 2.10676 -7.08090 8.70064
H: 1.53647 -9.14371 6.51504
H: 2.66737 -9.34726 7.85985
H: 2.95502 -8.11730 6.61552
H: -0.72119 -8.53936 5.58362
H: -2.08339 -7.90932 6.52970
H: -0.76905 -8.70928 7.35314
O: 8.17804 -4.33829 -8.88463
C: 7.79950 -3.75470 -7.90595
O: 6.56529 -4.01314 -7.42293
C: 6.08893 -3.52043 -6.17000
C: 5.51244 -2.12649 -6.30277
C: 8.63617 -2.67846 -7.25948
H: 6.86736 -3.57732 -5.40718
H: 5.30246 -4.20975 -5.86279
H: 6.26736 -1.40865 -6.62520
H: 5.10114 -1.79089 -5.34924
H: 4.71994 -2.11399 -7.05238
H: 8.47416 -1.73605 -7.78095
H: 9.68341 -2.95722 -7.34992
H: 8.44145 -2.54576 -6.19714
O: -3.53849 8.23104 -1.13556
C: -2.54107 8.68177 -1.63292
O: -1.47547 7.87444 -1.80916
C: -0.31150 8.25055 -2.55403
C: 0.67610 9.01184 -1.69448
C: -2.42579 10.14478 -1.97767
H: -0.58735 8.79803 -3.45613
H: 0.14059 7.31621 -2.88483
H: 0.25289 9.94821 -1.32985
H: 1.58003 9.23939 -2.26016
H: 0.94889 8.42184 -0.81867
H: -2.13369 10.70170 -1.08813
H: -3.39910 10.49629 -2.31133
H: -1.72770 10.35311 -2.78557
O: 11.98692 -2.29703 -7.67624
C: 12.65215 -3.18177 -8.14529
O: 13.62084 -2.88039 -9.02596
C: 14.58426 -3.82607 -9.50039
C: 14.05395 -4.61495 -10.67967
C: 12.35886 -4.63000 -7.83441
H: 14.93008 -4.46950 -8.68979
H: 15.44397 -3.23652 -9.81599
H: 13.17990 -5.20721 -10.40690
H: 14.82013 -5.28845 -11.06516
H: 13.74551 -3.93956 -11.47800
H: 11.56682 -4.98197 -8.49573
H: 12.01776 -4.69425 -6.80304
H: 13.22307 -5.28477 -7.91874
O: -4.56284 12.81667 0.27077
C: -5.26747 12.99445 -0.68404
O: -4.73962 12.88311 -1.91978
C: -5.51171 12.88699 -3.12461
C: -5.78415 14.29715 -3.60525
C: -6.70559 13.42692 -0.53175
H: -6.42608 12.30401 -3.00309
H: -4.90598 12.36422 -3.86469
H: -6.37569 14.86016 -2.88275
H: -6.32216 14.28134 -4.55362
H: -4.84712 14.83770 -3.74167
H: -6.74069 14.50852 -0.40769
H: -7.11033 12.95219 0.35929
H: -7.34608 13.13397 -1.36071
O: -6.74015 -4.48160 1.99746
C: -7.42752 -4.26643 1.03556
O: -6.86292 -4.28398 -0.19020
C: -7.61442 -4.22720 -1.41119
C: -7.92232 -2.79851 -1.80852
C: -8.88066 -3.88875 1.17592
H: -8.51086 -4.84404 -1.34402
H: -6.97966 -4.68550 -2.16870
H: -8.54435 -2.29970 -1.06481
H: -8.44212 -2.77143 -2.76626
H: -7.00046 -2.22093 -1.89313
H: -8.95337 -2.81852 1.36565
H: -9.29196 -4.43028 2.02486
H: -9.49065 -4.14847 0.31417

Forces on the atoms, in the same order (eV/Å):
C -0.4 -0.2 -0.4
C 0.4 0.2 0.5
C -0.1 -0.4 -0.2
C 0.2 -0.1 0.7
C -0.4 1.1 0.8
C -0.2 -0.8 -0.9
C 0.6 0.6 0.7
C 0.0 -0.2 -0.2
C 1.0 0.9 0.5
C -0.5 -1.3 0.2
C -0.3 0.5 0.3
C 0.4 -1.1 -0.3
C -0.6 2.5 -0.3
C 0.9 -0.9 2.1
C -0.4 0.0 -1.8
O -0.2 0.3 0.2
C -0.2 -0.3 0.3
C -0.8 0.4 -0.6
C 0.7 0.1 0.2
C -1.1 0.3 0.0
Br 0.2 -0.1 0.6
C 0.4 -0.2 -1.0
C -0.3 0.3 1.2
C 0.4 -1.0 -1.7
C -0.4 0.8 0.6
C 0.8 -0.6 0.1
C -0.4 -0.6 0.3
C 0.7 0.2 -0.3
O 0.0 -0.3 0.2
N -0.2 -0.2 -0.4
C -0.2 0.3 0.0
C -0.5 -0.8 -0.1
C -0.3 0.2 0.5
H 0.0 0.2 0.0
H -0.3 0.0 0.2
H 0.3 0.1 -0.1
H 0.2 -0.1 -0.1
H 0.0 0.3 -0.2
H -0.2 0.0 -0.3
H 0.0 -0.2 0.2
H 0.1 -0.3 0.0
H 0.1 0.2 -0.2
H -0.1 -0.3 -0.2
H 0.2 0.0 0.2
H -0.2 0.2 -0.3
H -0.2 -0.2 0.1
H 0.1 0.2 -0.3
H -0.3 -0.2 -0.3
H -0.2 -0.1 0.0
H 0.3 0.2 -0.3
H 0.4 0.1 0.1
H -0.2 -0.1 -0.2
H 0.3 -0.1 -0.1
H -0.1 -0.4 0.4
H 0.0 -0.4 -0.4
H 0.3 -0.1 -0.3
H 0.1 -0.2 0.1
H -0.3 0.2 0.1
H 0.2 -0.1 0.4
H -0.2 0.2 0.0
H 0.1 -0.2 -0.1
H 0.1 -0.1 0.3
H 0.0 0.2 -0.4
H 0.5 -0.3 0.0
H 0.0 0.0 0.2
H 0.0 0.3 0.1
H -0.2 0.1 0.0
H -0.3 0.0 -0.6
H -0.2 0.4 0.2
H -0.1 0.3 -0.2
H 0.1 0.2 0.3
H 0.1 0.1 -0.2
H -0.2 -0.2 0.2
H -0.2 0.0 -0.1
H 0.1 0.0 0.3
H 0.3 0.0 0.0
H -0.1 0.4 0.1
H 0.4 -0.2 0.1
O 0.2 0.0 -0.2
C -0.4 0.2 0.1
O 0.4 -0.3 0.0
C -0.1 0.4 0.0
C -0.1 -0.1 0.2
C 0.2 0.0 -0.6
H -0.1 0.0 0.0
H 0.0 -0.2 0.0
H 0.0 0.1 -0.1
H 0.0 0.0 0.0
H 0.1 0.0 0.0
H 0.0 0.0 0.0
H -0.1 -0.1 0.2
H 0.0 0.1 0.2
O 0.1 0.1 0.0
C -0.1 -0.3 -0.2
O 0.0 0.4 0.2
C 0.2 -0.3 0.0
C -0.1 0.0 -0.2
C -0.3 0.0 0.5
H -0.1 0.0 -0.1
H -0.1 0.2 -0.1
H 0.0 -0.1 0.1
H 0.0 0.0 0.0
H 0.0 0.0 0.1
H 0.0 0.0 0.0
H 0.0 0.1 -0.2
H 0.2 -0.1 -0.1
O -0.2 -0.1 0.1
C 0.2 0.4 -0.1
O -0.2 -0.4 -0.1
C -0.1 0.2 0.1
C 0.0 0.2 -0.1
C 0.2 -0.3 0.4
H 0.0 0.1 -0.1
H 0.1 -0.1 -0.1
H 0.0 0.0 0.1
H 0.1 -0.1 -0.1
H 0.0 -0.1 0.0
H 0.0 0.0 0.0
H 0.0 0.1 -0.2
H -0.1 0.1 -0.1
O 0.1 -0.3 0.0
C 0.0 0.5 0.1
O -0.1 -0.4 -0.1
C 0.3 0.2 0.0
C -0.1 0.1 0.1
C -0.1 0.0 -0.6
H -0.1 0.1 0.1
H -0.2 -0.1 0.1
H 0.0 0.0 -0.1
H 0.0 0.0 0.0
H 0.0 -0.1 -0.1
H 0.0 0.0 0.0
H -0.1 0.0 0.3
H 0.2 0.0 0.1
O 0.1 0.1 0.0
C -0.3 -0.3 -0.1
O 0.2 0.4 0.1
C 0.0 -0.2 -0.2
C -0.2 0.0 0.0
C 0.3 -0.1 0.3
H -0.1 0.0 0.0
H -0.1 0.1 0.1
H 0.1 -0.1 0.0
H 0.0 0.0 0.0
H 0.1 0.0 0.0
H 0.0 0.0 0.0
H -0.2 0.1 -0.1
H -0.1 0.0 -0.2
O 0.1 -0.1 -0.2
C -0.2 0.3 0.2
O 0.3 -0.3 -0.1
C -0.2 0.2 -0.1
C 0.0 0.1 0.1
C -0.3 -0.4 -0.1
H 0.0 0.0 0.1
H 0.1 0.0 0.1
H -0.1 -0.1 0.0
H 0.0 0.0 0.0
H 0.0 -0.1 -0.1
H 0.0 0.0 0.0
H 0.1 0.1 0.1
H 0.0 0.2 -0.1
O 0.3 0.0 -0.2
C -0.3 0.3 0.2
O 0.4 -0.2 0.0
C -0.2 0.2 -0.2
C 0.0 0.1 0.2
C -0.3 -0.5 -0.1
H 0.0 0.0 0.1
H 0.1 -0.1 0.2
H -0.1 0.0 0.0
H 0.0 0.0 0.0
H 0.0 -0.1 -0.1
H 0.0 0.0 0.0
H 0.1 0.1 0.1
H 0.0 0.2 -0.1

The value obtained for the HOMO energy is -10.835 eV. The value obtained for the HOMO-LUMO gap is 7.95 eV. The charge is +1.